ORCA calculation (the ωB97M-V functional and the def2-TZVPD basis) on 2 unconnected molecules or ions with the total composition C27H36N3 in a non-equilibrium geometry.

CARTESIAN COORDINATES (ANGSTROEM)
C  2.59  -2.05  1.72
N  1.34  -2.74  1.85
C  1.42  -4.16  1.63
C  0.20  -4.89  2.13
C  -1.04  -4.18  1.65
N  -0.99  -2.77  1.92
C  -2.25  -2.10  1.84
C  0.16  -2.04  1.73
C  0.12  -0.70  1.37
H  2.59  -1.15  2.35
H  3.38  -2.72  2.08
H  2.81  -1.75  0.69
H  1.53  -4.36  0.54
H  2.33  -4.52  2.13
H  0.21  -5.91  1.73
H  0.22  -4.96  3.23
H  -1.14  -4.36  0.57
H  -1.93  -4.58  2.15
H  -2.26  -1.23  2.51
H  -2.49  -1.76  0.82
H  -3.03  -2.80  2.17
H  -0.84  -0.19  1.35
H  1.05  -0.16  1.24
C  -3.41  2.51  -2.01
C  -3.20  2.46  -0.50
C  -4.05  3.55  0.16
C  -3.60  1.11  0.09
C  -1.72  2.69  -0.24
N  -1.29  3.78  0.42
C  0.09  3.80  0.53
C  0.59  2.64  -0.10
C  1.95  2.38  0.02
C  2.78  3.31  0.68
C  2.24  4.44  1.31
C  0.87  4.69  1.25
C  -0.58  1.90  -0.61
C  -0.58  0.62  -1.18
C  0.54  -0.01  -1.81
C  1.51  0.71  -2.55
C  2.64  0.07  -3.05
C  2.86  -1.29  -2.80
C  4.13  -1.95  -3.25
C  1.87  -2.03  -2.14
C  0.68  -1.43  -1.76
H  -2.81  1.76  -2.53
H  -4.47  2.34  -2.24
H  -3.14  3.50  -2.39
H  -3.93  3.57  1.25
H  -3.85  4.55  -0.24
H  -5.10  3.34  -0.04
H  -3.37  1.09  1.16
H  -4.68  0.95  -0.04
H  -3.08  0.28  -0.39
H  -1.88  4.52  0.78
H  2.37  1.47  -0.41
H  3.86  3.13  0.71
H  2.90  5.12  1.86
H  0.39  5.53  1.75
H  -1.52  0.08  -1.27
H  1.35  1.77  -2.73
H  3.37  0.63  -3.65
H  4.07  -3.03  -3.07
H  4.31  -1.78  -4.32
H  4.99  -1.55  -2.70
H  2.03  -3.10  -1.98
H  -0.15  -2.02  -1.38

LUMO in eV: -4.40
Gap between HOMO and LUMO in Eh: 0.1945
Relative energy (zero: lowest compared OMol25 entry of this formula, charge and spin) in kcal per mole: 34.6
Charge: +1